# 1
A molecular structure, C17H11BrClO6PTb, computed with ωB97M-V/def2-TZVPD.

Positions of all 38 atoms, in Å:
O1 4.99757 -0.51582 2.90567
C1 5.29641 -0.76685 1.78860
Br1 6.02191 -2.54519 1.41480
C2 5.17146 0.25125 0.61104
C3 3.80608 0.29569 0.02825
C4 3.47281 -0.65435 -1.00708
C5 2.25319 -0.65683 -1.60169
C6 1.31364 0.30578 -1.17529
C7 1.59434 1.26647 -0.15340
C8 2.81541 1.25252 0.41886
C9 0.47488 2.23654 0.23687
O2 0.66184 3.40263 0.44075
C10 -0.91339 1.59051 0.29043
C11 -1.83900 1.90214 1.27707
C12 -3.04802 1.23357 1.23615
C13 -3.33981 0.29446 0.24618
C14 -4.72484 -0.36050 0.36135
O3 -4.68862 -1.45360 1.39744
O4 -3.47762 -2.13023 1.38303
C15 -2.42187 -0.01589 -0.76050
P1 -2.95587 -1.27574 -2.03269
O5 -3.16577 -0.35792 -3.36278
Cl1 -1.34454 -2.57120 -2.28154
C16 -1.19121 0.66034 -0.70931
C17 -0.10412 0.37686 -1.75259
O6 -0.32880 0.23515 -2.92356
H1 5.84414 -0.10197 -0.18645
H2 5.49471 1.24662 0.94538
H3 4.22891 -1.37979 -1.30997
H4 1.98893 -1.37090 -2.38025
H5 3.07795 1.97578 1.19315
H6 -1.57070 2.65301 2.01766
H7 -3.77180 1.45863 2.02196
H8 -5.03892 -0.84471 -0.56597
H9 -5.44789 0.39938 0.67858
H10 -3.02385 -2.01650 2.26521
H11 -2.56135 -0.61105 -4.08042
Tb1 -3.55619 -3.40830 3.12508

## Properties
* DFT total energy: -5304.4440 hartree
* 2S+1: 7
* LUMO energy (alpha / beta): -12.4 / -13.3 eV
* HOMO (alpha / beta): -0.5768 / -0.5763 Eh
* net charge: +3

# 2
C17H11ClF5N3O2 in the gas phase, computed with ωB97M-V/def2-TZVPD.

Positions of all 39 atoms, in Å:
N1 -6.26118 -0.48340 0.90649
C1 -5.28151 0.09129 0.78387
C2 -4.04318 0.80722 0.62024
C3 -2.96915 -0.08034 -0.01813
C4 -2.62970 -1.28802 0.88116
N2 -1.59189 -2.10625 0.31355
C5 -0.28740 -1.79745 0.47293
N3 0.04148 -0.90056 1.40213
C6 1.30266 -0.56040 1.56797
C7 2.33245 -1.08821 0.80499
C8 3.74371 -0.63553 0.99637
F1 4.42155 -1.38579 1.88464
F2 4.45836 -0.67145 -0.14129
F3 3.81956 0.63084 1.44448
C9 2.02529 -2.06819 -0.14679
C10 0.71190 -2.43298 -0.30812
Cl1 0.26276 -3.61811 -1.47321
O1 -1.80041 0.71848 -0.16905
C11 -1.01326 0.47501 -1.22206
O2 -1.29316 -0.28657 -2.11011
C12 0.25958 1.24264 -1.12909
C13 1.40139 0.78944 -1.79580
F4 1.33433 -0.31894 -2.53961
C14 2.62411 1.42716 -1.69020
C15 2.72948 2.55911 -0.90198
C16 1.62032 3.05107 -0.23631
C17 0.40906 2.39483 -0.35439
F5 -0.64807 2.91261 0.28369
H1 -3.69062 1.15411 1.59502
H2 -4.21953 1.68166 -0.01187
H3 -3.28845 -0.43121 -1.00994
H4 -2.26085 -0.92041 1.84143
H5 -3.52807 -1.89193 1.02596
H6 -1.81711 -2.65590 -0.50523
H7 1.49041 0.18079 2.33195
H8 2.80092 -2.51094 -0.75226
H9 3.47447 1.02324 -2.21537
H10 3.67999 3.05804 -0.80385
H11 1.67974 3.93500 0.37777

## Properties
* DFT total energy: -1928.7439 hartree
* structure (SMILES): N#CC[C@H](CNc1ncc(C(F)(F)F)cc1Cl)OC(=O)c1c(F)cccc1F
* LUMO energy: 0.1 eV
* HOMO: -0.3221 Eh

# 3
2 unconnected molecules or ions with the total composition C17H12F4NO4, computed with ωB97M-V/def2-TZVPD.

Positions of all 38 atoms, in Å:
F1 0.41801 -2.78961 2.39554
C1 0.48693 -1.46927 2.64052
C2 1.35423 -0.67879 1.97439
F2 2.21573 -1.18715 1.07553
C3 1.37775 0.77522 2.13757
O1 1.95904 1.52286 1.34550
C4 0.63266 1.25141 3.30718
F3 0.83521 2.52693 3.67081
C5 -0.24392 0.46768 3.97066
F4 -0.96836 0.94563 4.99562
C6 -0.47304 -0.93421 3.60806
O2 -1.41321 -1.59833 4.05716
C7 -4.01751 -1.64367 2.18458
C8 -3.44821 -0.74136 1.12846
O3 -2.17100 -0.25202 1.61476
C9 -1.35186 0.41051 0.72219
C10 -0.75556 -0.48432 -0.29272
N1 0.05580 0.01886 -1.16075
C11 0.73966 -0.57117 -2.09099
C12 1.53457 0.21398 -2.99258
C13 2.29411 -0.35993 -4.04009
C14 3.00688 0.45964 -4.91085
C15 2.96625 1.85720 -4.76376
C16 2.21839 2.42636 -3.71982
C17 1.52338 1.61404 -2.82600
O4 -1.09066 1.59514 0.81532
H1 -5.06218 -1.86042 1.94044
H2 -3.47679 -2.59664 2.23191
H3 -3.97774 -1.17372 3.17059
H4 -3.32921 -1.27401 0.17517
H5 -4.07273 0.15232 1.00206
H6 -1.02195 -1.55227 -0.25017
H7 0.72313 -1.66734 -2.21012
H8 2.29267 -1.44566 -4.14479
H9 3.59411 0.01438 -5.71384
H10 3.52096 2.49520 -5.45662
H11 2.17346 3.50808 -3.59861
H12 0.95097 2.02444 -1.99229

## Properties
* DFT total energy: -1410.1456 hartree
* relative energy (zero: lowest compared OMol25 entry of this formula, charge and spin): 0.0 kJ/mol
* LUMO energy: 0.8 eV
* HOMO: -0.1046 Eh
* net charge: -1

# 4
A molecular structure, C17H12F5FeNO6Te, computed with ωB97M-V/def2-TZVPD.

Positions of all 43 atoms, in Å:
Fe1 0.45655 -0.54334 -0.12224
O1 0.43117 -2.16472 3.46982
C1 0.48081 -2.08167 2.26149
O2 -0.06766 -1.11417 1.57222
C2 1.12104 -3.19286 1.43159
C3 0.22316 -3.50923 0.22949
C4 0.59641 -4.84189 -0.41139
C5 1.94318 -4.49390 -1.09202
C6 2.08957 -3.01273 -0.75149
O3 0.71434 -2.55662 -0.74736
C7 2.46499 -2.81089 0.72162
C8 2.95984 -1.37325 0.90405
O4 4.01706 -1.16785 1.46508
O5 2.25915 -0.44021 0.32430
H1 1.25709 -4.05348 2.08311
H2 -0.83657 -3.33412 0.38938
H3 -0.15283 -5.13205 -1.14655
H4 0.67815 -5.63388 0.33196
H5 1.89275 -4.63918 -2.16995
H6 2.78226 -5.07069 -0.70464
H7 2.65413 -2.41192 -1.45846
H8 3.27455 -3.46373 1.03946
N1 -3.31373 8.49042 1.40202
C9 -2.85966 7.44525 1.24353
C10 -2.29285 6.14049 1.04536
C11 -1.29948 5.67261 1.90515
C12 -0.75605 4.41794 1.71261
C13 -1.19141 3.60452 0.65991
C14 -2.18805 4.08604 -0.19712
C15 -2.73441 5.33995 -0.00771
C16 -0.62761 2.30936 0.45942
C17 -0.16123 1.20662 0.28645
H9 -0.96039 6.29760 2.72051
H10 0.01327 4.04588 2.37496
H11 -2.51866 3.46182 -1.01580
H12 -3.50365 5.70845 -0.67324
F1 -1.49928 -0.81429 -1.07129
Te1 -0.89075 -0.11870 -2.77597
F2 -2.67874 -0.26828 -3.24434
F3 -0.79311 -1.89856 -3.33086
F4 -0.39235 0.30180 -4.51186
F5 -1.33547 1.67707 -2.60338
O6 0.74450 -0.06359 -1.99781

## Properties
* DFT total energy: -3192.3693 hartree
* relative energy (zero: lowest compared OMol25 entry of this formula, charge and spin): 0.0 kJ/mol
* 2S+1: 2
* LUMO energy (alpha / beta): 1.6 / 1.5 eV
* HOMO (alpha / beta): -0.2246 / -0.2246 Eh
* net charge: -1

# 5
A molecular structure, C17H12I2N3ORhS2, computed with ωB97M-V/def2-TZVPD.

Positions of all 38 atoms, in Å:
Rh1 -0.61882 -0.06536 -0.38419
I1 -0.49746 -2.47921 4.13331
C1 1.03536 -1.92300 2.89692
C2 2.36600 -2.14390 3.25699
C3 3.41621 -1.80100 2.42193
I2 5.32844 -2.19998 3.05197
C4 3.16815 -1.17464 1.14893
C5 4.13850 -0.82989 0.19833
C6 3.74059 -0.27336 -1.00001
C7 2.39298 -0.01356 -1.22396
N1 1.45340 -0.28164 -0.31877
C8 1.83558 -0.90372 0.82101
C9 0.75673 -1.32707 1.64731
O1 -0.43665 -1.18244 1.17208
H1 2.57947 -2.60774 4.21007
H2 5.18566 -1.01983 0.39375
H3 4.46157 -0.03128 -1.76731
H4 2.05787 0.42066 -2.15545
C10 -3.14842 -2.39399 0.56568
C11 -3.50079 -1.12960 -0.13717
N2 -2.65393 -0.18201 -0.48332
C12 -3.27393 0.86654 -1.13652
C13 -4.60985 0.71723 -1.28211
S1 -5.09800 -0.76664 -0.59339
C14 -2.38578 1.94859 -1.52849
C15 -2.67132 3.15556 -2.06171
S2 -1.24651 4.08721 -2.18368
C16 -0.31791 2.82946 -1.52957
N3 -1.03361 1.75131 -1.24992
C17 1.14254 3.00130 -1.29581
H5 -2.32902 -2.89583 0.05195
H6 -4.00274 -3.06630 0.59430
H7 -2.83396 -2.18208 1.58743
H8 -5.31494 1.38388 -1.75024
H9 -3.63109 3.54784 -2.35469
H10 1.38217 4.05523 -1.16826
H11 1.71667 2.64068 -2.14990
H12 1.44686 2.46857 -0.39747

## Properties
* DFT total energy: -2396.3031 hartree
* relative energy (zero: lowest compared OMol25 entry of this formula, charge and spin): 2.0 kJ/mol
* LUMO energy (alpha / beta): -9.3 / -9.3 eV
* HOMO (alpha / beta): -0.5245 / -0.5237 Eh
* net charge: +2

# 6
A molecular structure, C17H13Br2FNO4RhS, computed with ωB97M-V/def2-TZVPD.

Positions of all 40 atoms, in Å:
Rh1 -0.09869 -0.40815 -0.71458
C1 2.18479 1.94696 -0.14330
C2 1.10915 2.07133 0.88226
C3 1.11792 3.11643 1.82304
C4 0.11152 3.22849 2.74020
C5 -0.93508 2.28933 2.73208
C6 -2.04297 2.29912 3.64032
Br1 -2.16005 3.62415 4.95913
C7 -3.04692 1.35104 3.58357
C8 -3.01112 0.35190 2.63036
Br2 -4.36221 -0.92302 2.55258
C9 -1.93734 0.25612 1.66953
O1 -1.89047 -0.62841 0.81285
C10 -0.88026 1.28155 1.76431
N1 0.12040 1.18152 0.87221
H1 3.06269 2.52215 0.14384
H2 1.82077 2.31058 -1.10752
H3 2.45812 0.90240 -0.29234
H4 1.93218 3.82694 1.80685
H5 0.11193 4.02912 3.46639
H6 -3.86565 1.39164 4.28747
C11 -0.74994 0.47872 -4.69441
S1 -0.26313 1.15357 -3.13785
O2 1.00802 0.51441 -2.76761
O3 -0.22095 2.58543 -3.26724
O4 -1.30685 0.67655 -2.16975
H7 0.00132 0.75764 -5.42927
H8 -1.71639 0.90078 -4.95814
H9 -0.81204 -0.60237 -4.59846
F1 2.31011 -6.10600 -0.57006
C12 1.75563 -4.87331 -0.60969
C13 2.31763 -3.91742 -1.43134
C14 1.73953 -2.65362 -1.46046
C15 0.61974 -2.34133 -0.68185
C16 0.08225 -3.35101 0.12131
C17 0.64422 -4.62013 0.17029
H10 3.18417 -4.16621 -2.02979
H11 2.16831 -1.89950 -2.11176
H12 -0.79646 -3.15105 0.72497
H13 0.23612 -5.40635 0.79184

## Properties
* DFT total energy: -6767.8949 hartree
* 2S+1: 5
* LUMO energy (alpha / beta): -1.1 / -3.1 eV
* HOMO (alpha / beta): -0.2791 / -0.3176 Eh